# C61H80N4O4

An isolated molecule of C61H80N4O4 (the ωB97M-V functional and the def2-TZVPD basis, the OMol25 dataset).

The geometry in XYZ format:
```
149
Properties=species:S:1:pos:R:3
C 0.2394 -5.1732 -2.5547
C 1.4407 -4.4374 -2.0070
C 2.7279 -5.2344 -2.1395
O 1.5803 -3.1503 -2.6141
C 0.6219 -2.1826 -2.2898
O 0.5997 -1.1772 -2.9760
C -0.1359 -2.4003 -1.1197
C -1.1044 -1.3682 -0.5139
C -2.5339 -2.1279 -0.5379
C -2.5919 -3.5228 -0.6819
C -3.6790 -4.1901 -1.2452
C -4.9026 -3.4963 -1.3675
N -5.9512 -4.0762 -2.0370
C -5.7410 -5.2274 -2.8977
C -4.7936 -6.2387 -2.2858
C -3.5209 -5.5950 -1.7342
C -7.0933 -3.2796 -2.4384
C -7.4711 -2.3108 -1.3338
C -6.2721 -1.4278 -0.9472
C -4.9599 -2.1417 -0.9295
C -3.7821 -1.4649 -0.5761
C 0.3155 -3.4314 -0.1936
O -0.2156 -3.6375 0.8948
O 1.3394 -4.2447 -0.5647
H -0.6651 -4.5799 -2.3575
H 0.3571 -5.2916 -3.6416
H 0.2103 -6.1653 -2.0618
H 3.4835 -4.7658 -1.4977
H 2.5274 -6.2496 -1.7871
H 3.0439 -5.2608 -3.1831
H -1.2101 -0.5759 -1.2562
H -1.8086 -4.1649 -0.2851
H -6.7210 -5.6862 -3.0802
H -5.3483 -4.8990 -3.8815
H -5.2849 -6.7904 -1.4809
H -4.5273 -6.9543 -3.0677
H -2.7727 -5.5850 -2.5452
H -3.1279 -6.2212 -0.9207
H -6.8813 -2.7290 -3.3744
H -7.9229 -3.9636 -2.6418
H -8.3026 -1.6872 -1.6792
H -7.8173 -2.8668 -0.4507
H -6.1993 -0.5987 -1.6684
H -6.4838 -0.9890 0.0349
H -3.8794 -0.4234 -0.2817
C 0.0070 0.3825 -5.5946
C 1.0087 1.5095 -5.2752
C 2.3645 1.2123 -5.9104
C 1.0821 1.7696 -3.7910
C 2.2244 1.4711 -3.0385
C 2.1326 1.3284 -1.6513
C 3.3042 0.7661 -0.8381
C 4.6587 0.8161 -1.5480
C 3.0731 -0.6284 -0.2646
C 0.9074 1.6677 -1.0024
C 0.6979 1.4572 0.4324
N 1.3267 2.2939 1.3876
C 2.5642 3.0402 1.2613
C 3.7429 2.6099 1.9346
C 3.7371 1.4917 2.9757
C 3.3809 2.0671 4.3465
C 5.0257 0.6630 2.9786
C 4.9639 3.1737 1.5538
C 5.0465 4.0811 0.5036
C 3.8853 4.5503 -0.0951
C 2.6341 4.1021 0.3288
C 1.3566 4.8120 -0.0988
C 1.4582 5.3842 -1.5108
C 0.9253 5.8616 0.9268
N 0.8847 1.9909 2.6123
N 0.0383 0.9496 2.4600
C -0.4233 0.3204 3.6778
C 0.2461 -0.8287 4.1782
C 1.4292 -1.4882 3.4799
C 1.1058 -2.9392 3.1720
C 2.7064 -1.4902 4.3101
C -0.1262 -1.3711 5.4109
C -1.0335 -0.6996 6.2239
C -1.5163 0.5405 5.8114
C -1.2023 1.0813 4.5712
C -1.6899 2.5212 4.3723
C -2.2404 2.8424 2.9871
C -0.6372 3.5465 4.7997
C -0.0848 0.5737 1.1087
C -0.5495 -0.8446 0.7582
C -0.1678 2.2299 -1.7681
C -1.4376 2.7755 -1.1008
C -2.5557 1.7323 -1.0845
C -1.9545 4.0768 -1.7406
C -0.0699 2.2187 -3.1532
H -1.0224 0.7445 -5.4948
H 0.1449 0.0113 -6.6159
H 0.1457 -0.4581 -4.8988
H 0.5972 2.4216 -5.7339
H 3.0677 2.0277 -5.7142
H 2.7711 0.2730 -5.5183
H 2.2523 1.1092 -6.9940
H 3.1603 1.2388 -3.5424
H 3.3937 1.4302 0.0350
H 4.8510 1.8220 -1.9455
H 5.4637 0.5627 -0.8401
H 4.6674 0.0764 -2.3635
H 2.2174 -0.6206 0.4236
H 2.8498 -1.3467 -1.0709
H 3.9558 -0.9716 0.3025
H 2.9094 0.8212 2.6921
H 2.3112 2.3159 4.3271
H 3.5659 1.3518 5.1566
H 3.9632 2.9789 4.5470
H 5.2376 0.2765 1.9710
H 5.8828 1.2550 3.3294
H 4.9216 -0.1984 3.6477
H 5.8750 2.8609 2.0550
H 6.0204 4.4254 0.1557
H 3.9476 5.3000 -0.8845
H 0.6005 4.0187 -0.1134
H 1.7414 4.5978 -2.2253
H 0.4974 5.8061 -1.8256
H 2.2031 6.1909 -1.5531
H 0.8669 5.4137 1.9278
H 1.6522 6.6848 0.9525
H -0.0591 6.2729 0.6730
H 1.5893 -0.9230 2.5496
H 0.0628 -3.0624 2.8701
H 1.7364 -3.2971 2.3539
H 1.2708 -3.5679 4.0575
H 2.9389 -0.4927 4.6956
H 2.6022 -2.1674 5.1677
H 3.5336 -1.8474 3.6822
H 0.3376 -2.3046 5.7336
H -1.2910 -1.0904 7.2026
H -2.1590 1.1130 6.4767
H -2.5298 2.6061 5.0794
H -2.8765 2.0267 2.6211
H -2.8425 3.7603 3.0351
H -1.4151 3.0196 2.2862
H -0.3208 3.3765 5.8364
H 0.2395 3.4398 4.1468
H -1.0378 4.5648 4.7127
H -1.0426 -1.2727 1.6505
H 0.4382 -1.3267 0.8013
H -1.1979 3.0030 -0.0466
H -2.2560 0.8882 -0.4533
H -3.4855 2.1499 -0.6649
H -2.7646 1.3528 -2.0988
H -1.1640 4.8399 -1.7715
H -2.3093 3.8892 -2.7649
H -2.7967 4.4765 -1.1515
H -0.9286 2.5160 -3.7688
```

Computed properties:
DFT total energy	-2892.3642	hartree
HOMO	-6.3	eV

Atom charges from the Mulliken analysis, given in e for atoms 1 to 2:
1 C -0.999
2 C 1.441

# C61H89BrCl2HfN2O12P3SiTe

A structure of composition C61H89BrCl2HfN2O12P3SiTe (the ωB97M-V functional and the def2-TZVPD basis, the OMol25 dataset).

The geometry in XYZ format:
```
173
Properties=species:S:1:pos:R:3
Hf -0.0401 0.4374 0.2340
C -3.4877 2.6925 -1.8867
C -4.0714 1.8362 -0.7503
C -5.4961 2.2986 -0.4023
P -2.8436 1.6994 0.6361
C -3.7665 0.6419 1.8762
C -4.4243 -0.5556 1.1749
C -4.7467 1.3502 2.8061
C -2.8230 3.3860 1.3568
C -3.4027 4.5647 0.8952
C -3.2227 5.7678 1.5696
C -2.4168 5.8027 2.7015
C -1.8047 4.6506 3.1669
C -2.0118 3.4190 2.5179
N -1.4416 2.2093 2.8357
C -1.3080 1.7478 4.0951
C -1.8732 2.3883 5.2392
C -1.7968 1.8453 6.4989
C -1.1688 0.6154 6.7059
C -0.6719 -0.0502 5.6023
C -0.7089 0.4692 4.3043
P -0.1790 -0.5931 2.8937
C -1.1357 -2.1898 3.2789
C -2.4403 -2.0347 4.0684
C -1.5042 -2.9293 1.9902
C 1.5908 -1.1544 3.2965
C 2.0243 -1.1278 4.7587
C 2.7450 -0.5100 2.5045
H -4.0785 2.5477 -2.7944
H -2.4488 2.4451 -2.1097
H -3.5065 3.7554 -1.6460
H -4.1378 0.8147 -1.1342
H -5.5144 3.0572 0.3794
H -6.1283 1.4731 -0.0708
H -5.9642 2.7262 -1.2961
H -2.9582 0.2645 2.4955
H -5.3439 -0.2646 0.6617
H -4.6908 -1.3225 1.9089
H -3.7566 -1.0134 0.4427
H -5.6467 1.6705 2.2771
H -4.2959 2.2264 3.2736
H -5.0504 0.6657 3.6071
H -4.0184 4.5712 0.0090
H -3.7041 6.6688 1.2076
H -2.2550 6.7410 3.2221
H -1.1357 4.7017 4.0167
H -2.4158 3.3127 5.1059
H -2.2513 2.3701 7.3324
H -1.1045 0.1722 7.6925
H -0.2705 -1.0390 5.7605
H -0.4439 -2.8117 3.8587
H -3.1662 -1.4411 3.5127
H -2.3224 -1.5763 5.0449
H -2.8694 -3.0316 4.2132
H -2.1694 -2.3187 1.3752
H -2.0225 -3.8645 2.2331
H -0.6359 -3.1668 1.4006
H 1.5275 -2.1895 2.9720
H 1.9030 -0.1349 5.1961
H 3.0881 -1.3835 4.7993
H 1.4986 -1.8491 5.3862
H 3.0331 0.4491 2.9405
H 2.5358 -0.3630 1.4522
H 3.6037 -1.1876 2.5599
C 2.6790 -1.0979 -4.8956
C 2.9504 0.2524 -4.2775
O 1.9051 0.5599 -3.3255
P 2.0630 1.5339 -2.0485
O 1.6966 0.6594 -0.7896
Te 1.3104 3.6507 -2.7130
O 3.6657 1.5922 -1.9590
C 4.3176 1.8478 -0.6891
C 4.5371 3.3271 -0.4439
H 3.4078 -1.2842 -5.6890
H 1.6794 -1.1304 -5.3301
H 2.7496 -1.8939 -4.1587
H 2.9398 1.0337 -5.0404
H 3.9166 0.2754 -3.7837
H 5.2680 1.3211 -0.7437
H 3.7351 1.4033 0.1191
H 5.0418 3.7811 -1.2991
H 5.1516 3.4613 0.4510
H 3.5881 3.8473 -0.2990
O 0.4274 -1.7691 -2.3685
H 1.0682 -1.1159 -2.6814
H 0.6757 -1.9517 -1.4291
Cl 0.2796 0.3361 -6.9968
C 0.0471 2.0189 -6.6153
C 0.7348 2.9517 -7.3694
C 0.4945 4.2994 -7.1603
C -0.4307 4.6887 -6.2087
C -1.0878 3.7404 -5.4375
Cl -2.1760 4.3154 -4.2257
C -0.8528 2.3717 -5.5997
N -1.4100 1.3649 -4.8030
C -2.7604 1.0910 -4.6329
C -3.7229 1.7323 -5.4189
C -5.0706 1.4599 -5.2655
C -5.4927 0.5166 -4.3368
C -4.5317 -0.1562 -3.5967
C -3.1719 0.1019 -3.7277
C -2.1935 -0.7793 -2.9860
C -1.4634 -0.1987 -1.8033
O -1.6059 -0.7176 -0.6396
O -0.7585 0.8464 -1.8874
H 1.4372 2.6132 -8.1199
H 1.0306 5.0449 -7.7353
H -0.6343 5.7356 -6.0201
H -0.7447 0.8224 -4.2721
H -3.4025 2.4609 -6.1542
H -5.7933 1.9775 -5.8860
H -6.5435 0.2936 -4.2030
H -4.8396 -0.9257 -2.8944
H -1.4168 -1.1295 -3.6686
H -2.7130 -1.6607 -2.6143
C 0.9376 -4.9814 -3.0427
C 0.6180 -4.8934 -1.5583
C 0.7268 -6.2744 -0.9231
C -0.8081 -4.3779 -1.3600
O 1.6018 -4.0193 -1.0007
Si 1.8367 -3.1242 0.3626
O 0.9690 -1.7675 0.3272
O 1.4598 -3.9918 1.7178
C 2.0706 -5.0152 2.5086
C 2.6785 -4.3663 3.7479
C 3.1677 -5.7742 1.7634
C 0.9609 -5.9717 2.9451
O 3.4694 -2.9569 0.4850
C 4.5246 -2.7654 -0.4429
C 5.0066 -4.1217 -0.9528
C 4.0578 -1.9164 -1.6085
C 5.6409 -2.0615 0.3131
H 0.2632 -5.6872 -3.5372
H 1.9685 -5.3213 -3.1854
H 0.8229 -3.9960 -3.5024
H -0.0089 -6.9506 -1.3660
H 0.5344 -6.2004 0.1475
H 1.7250 -6.6927 -1.0797
H -1.5141 -5.0805 -1.8090
H -0.9338 -3.4017 -1.8229
H -1.0380 -4.2878 -0.2940
H 3.3886 -3.5861 3.4538
H 3.2077 -5.1185 4.3383
H 1.9020 -3.9162 4.3730
H 4.0030 -5.1087 1.5446
H 2.7935 -6.1705 0.8175
H 3.5200 -6.6041 2.3817
H 0.0597 -5.3957 3.1735
H 1.2626 -6.5238 3.8394
H 0.7216 -6.6970 2.1647
H 4.1624 -4.6708 -1.3781
H 5.4363 -4.7133 -0.1396
H 5.7682 -3.9845 -1.7249
H 3.2978 -2.4675 -2.1669
H 4.8918 -1.6746 -2.2718
H 3.6137 -0.9917 -1.2379
H 5.9175 -2.6450 1.1960
H 5.3040 -1.0760 0.6450
H 6.5210 -1.9428 -0.3241
Br 2.1531 3.0520 4.2430
C 1.7120 4.3179 2.9032
C 2.0890 5.6289 3.1679
C 1.7075 6.6523 2.3113
C 0.9190 6.3735 1.2063
C 0.5585 5.0658 0.9418
C 0.9762 4.0161 1.7564
C 0.6389 2.6562 1.2562
O 1.1738 1.5898 1.6801
O -0.0859 2.5611 0.2133
H 2.6717 5.8361 4.0556
H 2.0154 7.6697 2.5262
H 0.5788 7.1693 0.5553
H -0.0563 4.8238 0.0851
```

Computed properties:
DFT total energy	-8514.8955	hartree
charge	-1
HOMO	-4.0	eV

Atom charges from the Mulliken analysis, given in e for atoms 1 to 2:
1 Hf 2.091
2 C -1.856

| no. | Kohn-Sham gap (eV) | LUMO energy (hartree) |
| --- | --- | --- |
| 1 | 5.7 | -0.023 |
| 2 | 6.2 | 0.079 |